Formula: C5H17NO2
Source: the OMol25 dataset
Level of theory: wB97M-V/def2-TZVPD

## Properties
SMILES string	CCCNCC.O.O
frontier orbital gap	9.005	eV
HOMO level	-8.49	eV
E	-11045.1784	eV
energy above the lowest of the compared OMol25 structures with the same formula, charge and spin	24.9	kcal/mol
strongest force on any atom	0.0373	hartree/bohr

Geometry as ORCA input:
```
! wB97M-V def2-TZVPD RIJCOSX def2/J DEFGRID3
* xyz 0 1
C -1.2266 0.8712 -2.0525
C -0.3695 1.6442 -1.0249
C -0.7165 1.1367 0.3979
N 0.1155 0.0445 0.9113
C -0.4696 -1.2849 1.0623
C 0.0641 -2.3093 0.0595
H -1.7171 1.5493 -2.7536
H -0.6058 0.2014 -2.6462
H -2.0062 0.2495 -1.6246
H -0.5904 2.7116 -1.0380
H 0.6723 1.5074 -1.2774
H -0.5066 2.0025 1.0395
H -1.7704 0.9153 0.4917
H 0.9327 0.0113 0.3162
H -1.5585 -1.2557 0.9832
H -0.2151 -1.6468 2.0623
H -0.2775 -3.3209 0.2961
H 1.1521 -2.2363 0.0593
H -0.3744 -2.2254 -0.9421
O 1.2214 0.9171 4.0206
H 1.4042 0.5240 3.1610
H 0.6530 1.6870 3.8895
O 1.8267 -0.2496 -1.8118
H 2.7818 -0.2799 -1.9453
H 1.5805 -1.1643 -1.6338
*
```

***

Formula: CH2N2O2S
Source: the OMol25 dataset
Level of theory: wB97M-V/def2-TZVPD

## Properties
frontier orbital gap	10.746	eV
HOMO level	-10.63	eV
E	-18977.3266	eV
energy above the lowest of the compared OMol25 structures with the same formula, charge and spin	92.3	kcal/mol
strongest force on any atom	0.1020	hartree/bohr

Geometry as ORCA input:
```
! wB97M-V def2-TZVPD RIJCOSX def2/J DEFGRID3
* xyz 0 1
C 1.7374 -0.7283 0.0117
N 2.4615 -0.7254 0.8909
N -1.5605 0.0792 -0.0101
O 0.9545 -0.7156 -0.9757
O 0.5396 1.3106 0.4091
S -0.1097 0.7320 -0.6659
H -1.8673 0.6773 0.7517
H -2.1555 -0.6299 -0.4117
*
```

***

Formula: C8H9Cl4N5O4PdSi
Source: the OMol25 dataset
Level of theory: wB97M-V/def2-TZVPD

## Properties
frontier orbital gap (alpha / beta)	2.050 / 2.051	eV
HOMO level (alpha / beta)	1.74 / 1.74	eV
E	-85530.9086	eV
energy above the lowest of the compared OMol25 structures with the same formula, charge and spin	56.2	kcal/mol
strongest force on any atom	0.1091	hartree/bohr

Geometry as ORCA input:
```
! wB97M-V def2-TZVPD RIJCOSX def2/J DEFGRID3
* xyz -2 1
Pd -1.4703 4.1527 -0.1101
N -2.2359 2.0737 -0.1322
N -1.1534 1.2473 -0.4344
C 0.1028 1.7533 -0.4955
N 1.1074 0.9417 -0.3735
N 0.1406 3.0771 -0.6087
N 1.3079 3.7713 -0.7752
O 2.4988 3.3279 -0.7198
O 1.2610 5.0654 -1.1286
H -2.7089 1.7778 0.7873
H -2.9726 2.1060 -0.8032
H -1.1496 0.3036 0.0084
H 0.8339 0.0082 -0.2153
H 2.0399 1.3339 -0.2446
Cl 0.6812 6.4949 1.5002
Si -0.0882 5.8487 -0.2555
Cl -3.0755 5.6485 0.7535
Cl -0.7642 7.5503 -1.2638
Cl 2.6320 -6.8954 0.0411
C 1.5155 -5.5095 0.3340
C 2.0767 -4.1877 0.4666
C 1.1530 -3.1464 0.4997
C -0.1989 -3.3354 0.2790
C -0.6667 -4.6562 0.2651
C 0.2308 -5.7539 0.2662
C -1.1116 -2.1251 0.3118
O -0.4435 -1.0023 0.5074
O -2.3148 -2.3051 0.0771
H 3.0554 -4.0107 0.4913
H 1.4751 -1.9829 0.6205
H -1.7230 -4.8337 0.1487
H -0.0349 -6.7379 0.2023
*
```

***

Formula: C4H7N2O
Source: the OMol25 dataset
Level of theory: wB97M-V/def2-TZVPD

## Properties
SMILES string	C#[N+]OC/C=N/C
frontier orbital gap	8.923	eV
HOMO level	-14.07	eV
E	-9275.9982	eV
energy above the lowest of the compared OMol25 structures with the same formula, charge and spin	156.6	kcal/mol
strongest force on any atom	0.1108	hartree/bohr

Geometry as ORCA input:
```
! wB97M-V def2-TZVPD RIJCOSX def2/J DEFGRID3
* xyz 1 1
C 1.9617 -1.6837 -0.3307
N 1.7725 -0.6266 0.1093
O 2.0409 0.5283 0.3018
C 1.0663 1.4942 0.0051
C -0.3462 0.9337 -0.2895
N -0.6730 -0.1291 0.2591
C -1.9531 -0.7331 0.2661
H 1.7568 -2.7496 -0.1899
H 0.8914 2.0808 0.8923
H 1.3560 2.0727 -0.9168
H -0.9410 1.5832 -0.7803
H -1.8821 -1.3448 -0.5192
H -2.9014 -0.1123 0.0714
H -2.1487 -1.3137 1.1213
*
```

***

Formula: C3H6N2O
Source: the OMol25 dataset
Level of theory: wB97M-V/def2-TZVPD

## Properties
SMILES string	COCNC#N
frontier orbital gap	10.537	eV
HOMO level	-9.88	eV
E	-8233.7017	eV
energy above the lowest of the compared OMol25 structures with the same formula, charge and spin	69.1	kcal/mol
strongest force on any atom	0.0727	hartree/bohr

Geometry as ORCA input:
```
! wB97M-V def2-TZVPD RIJCOSX def2/J DEFGRID3
* xyz 0 1
C 1.8716 -0.2497 0.3333
O 0.9301 0.5091 -0.4061
C -0.4544 0.7164 0.1311
N -1.1189 -0.2312 -0.7385
C -2.4478 -0.3001 -0.4439
N -3.6014 -0.3807 -0.4400
H 1.8794 0.0019 1.3984
H 2.8701 -0.0271 -0.0523
H 1.6464 -1.3113 0.1937
H -0.7491 1.7453 -0.1005
H -0.4823 0.4400 1.1915
H -0.3437 -0.9127 -1.0667
*
```

***

Formula: C9H16CoN2PS
Source: the OMol25 dataset
Level of theory: wB97M-V/def2-TZVPD

## Properties
frontier orbital gap (alpha / beta)	4.541 / 6.449	eV
HOMO level (alpha / beta)	-4.15 / -7.59	eV
E	-70318.3936	eV
energy above the lowest of the compared OMol25 structures with the same formula, charge and spin	0.1	kcal/mol
strongest force on any atom	0.0524	hartree/bohr

Geometry as ORCA input:
```
! wB97M-V def2-TZVPD RIJCOSX def2/J DEFGRID3
* xyz 0 5
C -0.7131 0.1664 -3.7047
C -1.4568 1.3468 -3.5545
C -0.5747 2.4724 -3.6170
C 0.7641 2.0047 -3.8119
C 0.7595 0.6025 -3.8712
Co 0.9396 -1.1418 0.0700
P 0.1726 -2.8147 -1.0274
H -1.0553 -0.8643 -3.7026
H -2.5346 1.3963 -3.4162
H -0.8710 3.5169 -3.5275
H 1.5967 -0.0799 -3.9885
H 1.6511 2.6290 -3.8832
H 1.0621 -3.4046 -1.9905
H -1.0081 -2.6417 -1.8338
H -0.1869 -3.9933 -0.2864
S 1.2308 0.9938 -0.0107
C 0.3813 0.7419 1.4325
N 0.6492 1.3769 2.5850
C 0.6152 0.7155 3.9031
C 0.2760 -0.7537 3.7598
C -0.8738 -0.9642 2.7946
N -0.5150 -0.3429 1.4915
H 1.2832 2.1679 2.4884
H -0.1420 1.2279 4.5075
H 1.5852 0.8644 4.3880
H -0.0111 -1.1503 4.7375
H 1.1591 -1.3219 3.4388
H -1.7985 -0.4930 3.1454
H -1.0551 -2.0246 2.6036
H -1.3297 -0.2322 0.8803
*
```